ORCA calculation (the ωB97M-V functional and the def2-TZVPD basis) on 2 unconnected molecules or ions with the total composition C4H11NO4 at a distorted geometry.

```
! RIJCOSX wB97M-V def2-TZVPD def2/J DEFGRID3
* xyz 0 1
O -1.505 -0.998 2.234
C -1.432 -0.545 1.130
O -2.494 0.031 0.522
C -0.289 -0.631 0.152
C 0.527 0.683 -0.046
C 1.652 0.967 0.918
O 1.031 0.700 -1.421
N 0.644 -1.660 0.590
H -3.217 0.020 1.158
H -0.583 -0.857 -0.840
H -0.159 1.521 -0.078
H 1.250 0.603 1.875
H 1.752 2.034 1.157
H 2.675 0.648 0.738
H 1.841 0.187 -1.401
H 0.672 -1.855 1.579
H 0.733 -2.528 0.097
H -0.365 0.260 -2.502
H -1.577 1.121 -2.795
O -1.158 0.301 -3.067
*
```

Computed properties:
* F_max: 3.03 eV/A
* gap between HOMO and LUMO: 0.37495 Eh
* SMILES: C[C@@H](O)[C@@H](N)C(=O)O.O
* molar mass: 137.1 g/mol

***

ORCA calculation (the ωB97M-V functional and the def2-TZVPD basis) on 7 unconnected molecules or ions with the total composition C28H34N4O9 at a distorted geometry.

```
! RIJCOSX wB97M-V def2-TZVPD def2/J DEFGRID3
* xyz 0 1
N 2.108 0.180 3.316
C 3.320 -0.208 2.916
C 4.362 0.662 2.648
C 4.122 2.020 2.750
C 2.843 2.447 3.071
C 1.883 1.496 3.378
H 3.455 -1.283 2.831
H 5.355 0.291 2.436
H 4.911 2.754 2.637
H 2.606 3.499 3.160
H 0.876 1.778 3.669
N 1.743 -3.021 -3.213
C 1.775 -4.012 -2.332
C 2.946 -4.610 -1.904
C 4.142 -4.150 -2.402
C 4.123 -3.128 -3.346
C 2.902 -2.589 -3.697
H 0.812 -4.337 -1.955
H 2.920 -5.378 -1.141
H 5.092 -4.569 -2.096
H 5.046 -2.804 -3.809
H 2.827 -1.793 -4.432
N -0.999 3.237 2.455
C -2.271 3.351 2.817
C -3.335 3.315 1.937
C -3.090 3.108 0.604
C -1.776 2.940 0.214
C -0.771 3.076 1.158
H -2.462 3.521 3.872
H -4.341 3.437 2.316
H -3.877 3.150 -0.137
H -1.508 2.814 -0.826
H 0.276 2.960 0.890
C -0.199 1.754 -5.180
C 0.643 0.620 -4.548
O 1.241 1.239 -3.403
C 0.724 2.470 -3.211
O 0.987 3.159 -2.283
O -0.139 2.795 -4.204
H -1.229 1.470 -5.377
H 0.236 2.115 -6.112
H 1.412 0.258 -5.230
H 0.051 -0.250 -4.255
C -4.823 -1.332 -0.178
C -4.162 0.058 -0.190
O -5.217 0.935 -0.643
C -6.308 0.215 -1.015
O -7.306 0.687 -1.416
O -6.084 -1.108 -0.871
H -5.068 -1.711 0.812
H -4.261 -2.083 -0.720
H -3.311 0.135 -0.868
H -3.856 0.394 0.795
C -1.584 -0.198 3.130
C -0.962 -0.940 4.313
O -1.623 -2.209 4.290
C -2.818 -2.037 3.664
O -3.677 -2.837 3.641
O -2.882 -0.815 3.069
H -1.062 -0.247 2.175
H -1.681 0.848 3.411
H -1.233 -0.404 5.230
H 0.124 -0.980 4.265
C 2.914 -0.971 -0.477
C 1.672 -0.146 -0.279
C 0.481 -0.694 -1.066
C -0.054 -1.911 -0.476
N -0.458 -2.862 0.005
H 3.692 -0.666 0.221
H 3.335 -0.807 -1.474
H 2.734 -2.043 -0.376
H 1.867 0.883 -0.588
H 1.419 -0.097 0.781
H 0.779 -0.878 -2.096
H -0.329 0.039 -1.048
*
```

Computed properties:
* F_max: 1.33 eV/A
* gap between HOMO and LUMO: 0.37472 Eh
* SMILES: O=C1OCCO1.O=C1OCCO1.O=C1OCCO1.c1ccncc1.c1ccncc1.c1ccncc1.CCCC#N
* molar mass: 570.6 g/mol

***

ORCA calculation (the ωB97M-V functional and the def2-TZVPD basis) on a molecular structure, C5H10BiO4 at a distorted geometry.

```
! RIJCOSX wB97M-V def2-TZVPD def2/J DEFGRID3
* xyz 0 2
O 0.614 1.636 -1.001
C 1.671 0.738 -1.053
C 1.842 -0.158 0.025
O 0.983 -1.867 0.269
C -0.274 -1.862 -0.373
C -1.411 -1.334 0.495
O -1.675 0.062 0.354
C -2.541 0.369 -0.728
H 2.631 1.230 -1.312
H 2.855 -0.559 0.167
H -0.509 -2.906 -0.628
H -0.230 -1.250 -1.292
H -2.336 -1.895 0.290
H -1.141 -1.471 1.552
H -2.709 1.452 -0.706
H -2.082 0.093 -1.688
H -3.497 -0.162 -0.605
Bi -0.198 1.616 0.798
O 1.230 0.195 1.290
H 0.964 -1.118 1.467
*
```

Computed properties:
* F_max: 6.52 eV/A
* gap between HOMO and LUMO (alpha / beta): 0.20510 / 0.27076 Eh
* molar mass: 343.1 g/mol

***

ORCA calculation (the ωB97M-V functional and the def2-TZVPD basis) on a molecular structure, H12O8V at a distorted geometry.

```
! RIJCOSX wB97M-V def2-TZVPD def2/J DEFGRID3
* xyz 2 2
O 17.331 11.789 -21.012
V 16.154 11.875 -22.139
O 16.044 10.482 -22.837
O 16.870 10.849 -18.330
H 16.048 10.463 -18.635
H 16.779 10.883 -17.377
O 15.539 13.787 -20.917
H 15.263 14.672 -21.158
H 15.096 13.616 -20.086
O 17.660 12.528 -23.699
H 18.426 11.954 -23.673
H 18.023 13.407 -23.813
O 14.578 12.885 -23.502
H 14.303 12.868 -24.418
H 14.442 13.793 -23.228
O 19.754 13.280 -19.494
H 19.146 13.096 -20.209
H 19.193 13.508 -18.753
O 14.558 10.947 -20.623
H 13.822 11.122 -20.035
H 14.787 10.033 -20.455
*
```

Computed properties:
* F_max: 1.54 eV/A
* gap between HOMO and LUMO (alpha / beta): 0.34099 / 0.14027 Eh
* molar mass: 191.0 g/mol

***

ORCA calculation (the ωB97M-V functional and the def2-TZVPD basis) on C12H10O2 in the gas phase at a distorted geometry.

```
! RIJCOSX wB97M-V def2-TZVPD def2/J DEFGRID3
* xyz 0 1
C -0.238 -1.551 0.620
C 0.531 -2.491 1.366
C 1.936 -2.708 1.167
C 2.532 -1.979 0.078
C 1.626 -1.238 -0.725
C 0.409 -1.036 -0.445
C -0.624 0.865 -0.744
C -1.468 1.649 -1.443
C -1.617 2.991 -1.177
C -1.077 3.454 0.160
C -0.022 2.562 0.698
C -0.036 1.237 0.534
H -1.448 -1.581 2.025
H -0.108 -3.316 1.864
H 2.490 -3.553 1.664
H 3.787 -2.078 0.160
H 2.218 -1.082 -1.720
H -1.862 1.021 -2.329
H -2.141 3.731 -1.638
H -1.057 4.592 0.171
H 0.425 2.999 1.501
H 0.870 0.789 0.815
O -1.568 -1.174 0.958
O -0.293 -0.331 -1.340
*
```

Computed properties:
* F_max: 11.62 eV/A
* gap between HOMO and LUMO: 0.32202 Eh
* SMILES: Oc1ccccc1Oc1ccccc1
* molar mass: 186.2 g/mol

***

ORCA calculation (the ωB97M-V functional and the def2-TZVPD basis) on a molecular structure, C45H106O24S at a distorted geometry.

```
! RIJCOSX wB97M-V def2-TZVPD def2/J DEFGRID3
* xyz 0 1
O -1.074 -0.613 1.534
S -0.047 0.341 1.099
O 0.953 0.833 1.997
O 0.659 -0.296 -0.199
C 1.343 -1.535 -0.084
C 2.510 -1.494 -1.057
C -0.925 1.691 0.265
H 0.641 -2.332 -0.332
H 1.762 -1.637 0.921
H 2.164 -1.618 -2.087
H 3.215 -2.333 -1.043
H 3.147 -0.622 -0.913
H -1.653 2.143 0.927
H -1.226 1.370 -0.730
H -0.128 2.400 0.029
C -11.109 -2.911 -0.079
O -9.715 -2.972 0.112
C -8.976 -3.494 -0.978
C -8.671 -2.521 -2.090
O -7.804 -1.445 -1.705
C -6.485 -1.872 -1.438
C -5.610 -0.693 -1.023
O -4.292 -1.131 -0.925
C -3.524 -0.379 0.014
H -11.551 -2.684 0.895
H -11.652 -3.796 -0.417
H -11.361 -2.017 -0.657
H -9.498 -4.389 -1.334
H -8.036 -3.896 -0.595
H -9.603 -2.030 -2.367
H -8.156 -3.024 -2.912
H -6.020 -2.255 -2.357
H -6.477 -2.679 -0.705
H -6.115 -0.205 -0.174
H -5.788 0.162 -1.693
H -4.069 -0.419 0.960
H -3.426 0.677 -0.255
H -2.527 -0.794 0.105
C 2.132 7.010 -0.911
O 2.116 6.035 0.103
C 3.236 5.199 0.097
C 3.088 4.010 1.050
O 4.272 3.262 1.001
C 4.027 1.945 1.440
C 5.291 1.097 1.404
O 6.360 1.651 2.188
C 6.079 1.663 3.569
H 1.262 7.658 -0.830
H 2.086 6.508 -1.887
H 3.085 7.550 -0.855
H 4.116 5.736 0.480
H 3.528 4.842 -0.897
H 2.240 3.397 0.711
H 2.821 4.379 2.046
H 3.374 1.435 0.717
H 3.527 1.812 2.402
H 5.819 1.062 0.449
H 5.115 0.056 1.696
H 6.977 1.848 4.149
H 5.744 0.648 3.860
H 5.176 2.214 3.848
C -3.163 1.844 -3.014
O -1.975 1.661 -2.290
C -1.048 0.786 -2.895
C -1.171 -0.639 -2.378
O -0.236 -1.358 -3.194
C -0.216 -2.761 -3.047
C 0.653 -3.137 -1.812
O 1.023 -4.491 -1.869
C 1.853 -4.832 -0.769
H -2.976 2.227 -4.028
H -3.737 2.599 -2.482
H -3.802 0.976 -3.227
H -0.052 1.058 -2.531
H -1.040 0.853 -3.983
H -2.144 -1.143 -2.452
H -0.865 -0.808 -1.338
H 0.286 -2.992 -3.991
H -1.205 -3.232 -3.037
H 0.130 -2.881 -0.885
H 1.502 -2.463 -1.977
H 2.186 -5.834 -1.027
H 1.328 -4.805 0.194
H 2.678 -4.124 -0.634
C -0.507 4.566 -1.737
O -1.658 5.304 -2.042
C -2.717 4.965 -1.151
C -3.989 5.577 -1.708
O -4.322 4.955 -2.921
C -5.551 5.263 -3.526
C -5.905 6.765 -3.673
O -6.652 7.191 -2.522
C -7.676 8.119 -2.928
H -0.236 4.554 -0.671
H 0.302 4.982 -2.330
H -0.678 3.492 -1.900
H -2.500 5.364 -0.161
H -2.883 3.886 -1.234
H -3.841 6.659 -1.832
H -4.868 5.552 -1.050
H -6.350 4.667 -3.070
H -5.461 4.830 -4.526
H -6.496 6.821 -4.587
H -5.018 7.399 -3.697
H -8.378 7.653 -3.617
H -7.161 8.998 -3.327
H -8.122 8.419 -1.980
C 3.387 2.256 -2.852
O 3.231 3.438 -3.635
C 4.552 3.949 -3.918
C 4.433 4.752 -5.215
O 5.263 4.288 -6.269
C 4.715 3.181 -6.974
C 5.801 2.738 -7.953
O 6.171 1.389 -7.620
C 7.432 0.982 -8.105
H 4.044 1.575 -3.397
H 2.489 1.741 -2.510
H 3.883 2.383 -1.879
H 5.231 3.100 -4.027
H 4.898 4.535 -3.065
H 4.723 5.792 -5.045
H 3.406 4.828 -5.578
H 3.814 3.305 -7.582
H 4.492 2.352 -6.300
H 6.700 3.346 -7.829
H 5.473 2.684 -8.993
H 7.604 -0.037 -7.765
H 8.233 1.643 -7.767
H 7.415 0.928 -9.199
C -2.216 -5.104 5.825
O -2.182 -4.054 4.834
C -0.836 -3.632 4.638
C -0.731 -2.159 4.312
O -0.574 -1.383 5.513
C -0.415 0.008 5.195
C 0.126 0.735 6.404
O 1.368 0.231 6.818
C 1.413 -0.247 8.134
H -3.208 -5.519 5.666
H -2.164 -4.657 6.821
H -1.369 -5.785 5.743
H -0.409 -4.267 3.856
H -0.229 -3.779 5.537
H -1.597 -1.821 3.738
H 0.190 -1.912 3.776
H -1.477 0.248 5.044
H 0.160 0.159 4.280
H -0.629 0.767 7.197
H 0.189 1.806 6.175
H 2.331 -0.781 8.375
H 0.587 -0.933 8.342
H 1.368 0.557 8.879
C 0.986 -5.400 1.235
O 1.697 -5.399 2.450
C 1.410 -6.614 3.155
C 2.546 -6.981 4.108
O 2.494 -6.169 5.256
C 3.757 -5.899 5.813
C 4.482 -7.098 6.363
O 4.949 -8.029 5.399
C 5.695 -9.092 5.939
H 0.977 -4.404 0.794
H 0.003 -5.865 1.358
H 1.465 -6.031 0.468
H 1.357 -7.483 2.495
H 0.521 -6.479 3.776
H 3.488 -6.797 3.586
H 2.363 -8.048 4.277
H 3.714 -5.181 6.643
H 4.326 -5.184 5.202
H 4.034 -7.556 7.252
H 5.419 -6.731 6.818
H 5.204 -9.414 6.867
H 6.735 -8.841 6.157
H 5.606 -9.956 5.283
*
```

Computed properties:
* F_max: 9.96 eV/A
* gap between HOMO and LUMO: 0.31992 Eh
* molar mass: 1063.4 g/mol

***

> Which of these has the lowest F_max?

C28H34N4O9

***

> F_max of number 1 (C4H11NO4)?

3.03 eV/A

***

> The lowest F_max belongs to which entry?

C28H34N4O9

***

> Among the records above, which one has the highest F_max?

C12H10O2